The following is a quantum chemistry calculation of a structure of composition C2H5IP2 at a distorted geometry, from the OMol25 dataset.

```
10
C2H5IP2 ωB97M-V/def2-TZVPD
C 0.0167 -0.4947 -0.1762
C -0.4168 -0.0548 -1.5604
P 0.6037 0.7877 0.7268
P 1.4915 -0.4397 2.2116
I 0.1053 -2.6308 0.1838
H 0.3375 -0.6035 -2.1824
H -0.1671 1.0500 -1.7167
H -1.4609 -0.3701 -1.7506
H 0.2191 -0.4513 2.7882
H 1.6477 0.7892 2.8426
```

Output
**Molecular weight**: 217.91 g/mol
**E_HOMO**: -8.8 eV
**ΔE to the lowest compared entry with this formula, charge and spin**: 0.557 eV
**LUMO**: 0.0 eV
**F_max**: 1.70 eV/A
**Orbital gap**: 0.32193 hartree